Record 1
{"formula": "C27H40CaNO7PS", "method": "ωB97M-V/def2-TZVPD", "species": ["C", "C", "C", "C", "C", "C", "C", "C", "O", "C", "C", "O", "C", "C", "C", "C", "C", "C", "C", "N", "C", "O", "C", "P", "O", "O", "S", "C", "O", "C", "C", "C", "C", "C", "C", "C", "O", "H", "H", "H", "H", "H", "H", "H", "H", "H", "H", "H", "H", "H", "H", "H", "H", "H", "H", "H", "H", "H", "H", "H", "H", "H", "H", "H", "H", "H", "H", "H", "H", "H", "H", "H", "H", "H", "H", "H", "H", "Ca"], "positions_angstrom": [[1.7865, 3.0330, -3.2826], [0.4603, 2.7653, -3.0085], [0.1559, 1.9883, -1.8263], [-0.3191, 0.6831, -1.9731], [-0.5808, -0.0733, -0.8544], [-0.3953, 0.4626, 0.4100], [0.0848, 1.7720, 0.5674], [0.3784, 2.3580, 1.9339], [1.7757, 2.4755, 2.1712], [2.5696, 1.3231, 1.8775], [3.4340, 1.5375, 0.6267], [3.0782, 0.6337, -0.4396], [4.1915, 0.1128, -1.1337], [3.7332, -0.4358, -2.4710], [0.3754, 2.5667, -0.5579], [0.8640, 3.9730, -0.3869], [-0.2628, 5.0219, -0.6110], [-0.5074, 5.9658, 0.5669], [-1.6055, 5.5315, 1.5596], [-2.4664, 4.4559, 1.0580], [-0.7254, -0.4570, 1.5538], [-0.1498, -0.3905, 2.5979], [-1.8222, -1.4301, 1.2927], [-2.8661, -1.7981, 2.7361], [-4.0800, -2.7110, 2.2899], [-3.4779, -0.3477, 3.0570], [-1.9534, -2.5143, 4.2341], [-1.9715, -1.9509, 0.0541], [-2.9637, -2.7901, -0.2395], [-2.6826, -4.0027, -0.9994], [-1.9132, -5.0814, -0.2505], [-2.3889, -5.2412, 1.1880], [-0.3698, -4.9984, -0.4242], [0.1444, -6.4345, -0.6236], [0.3900, -4.4069, 0.7647], [-1.0240, -1.4824, -1.0054], [-0.5955, -2.1364, -1.9176], [2.1261, 4.0584, -3.4300], [2.4827, 2.2144, -3.3185], [-0.3281, 3.1215, -3.6647], [-0.4674, 0.2702, -2.9594], [-0.0150, 3.3688, 1.9706], [-0.1378, 1.8028, 2.7041], [3.2326, 1.1773, 2.7237], [1.9888, 0.4133, 1.7885], [3.2944, 2.5546, 0.2681], [4.4758, 1.3837, 0.8949], [4.6695, -0.6875, -0.5710], [4.9051, 0.9213, -1.3101], [3.5345, 0.3930, -3.1844], [2.8103, -0.9996, -2.3677], [4.4903, -1.0827, -2.9020], [1.3375, 4.0939, 0.5761], [1.6480, 4.1648, -1.1091], [0.0885, 5.6457, -1.4327], [-1.1766, 4.5531, -0.9617], [0.4274, 6.0198, 1.1197], [-0.6897, 6.9699, 0.2045], [-1.1787, 5.3217, 2.5403], [-2.2548, 6.3869, 1.7158], [-3.0826, 4.1685, 1.8081], [-1.9270, 3.6305, 0.8233], [-4.5905, -2.3892, 1.5350], [-3.9450, 0.0377, 2.3033], [-3.6669, -4.4043, -1.2133], [-2.2363, -3.7794, -1.9600], [-2.2146, -5.9951, -0.7597], [-1.9573, -4.5363, 1.8863], [-2.2081, -6.2522, 1.5360], [-3.4681, -5.1177, 1.2175], [-0.1479, -4.4818, -1.3526], [-0.4042, -6.9623, -1.3952], [0.0574, -6.9769, 0.3147], [1.2070, -6.4113, -0.8518], [1.2603, -3.8633, 0.3951], [-0.1766, -3.6962, 1.3581], [0.7763, -5.1736, 1.4266], [3.1601, 2.1603, -4.9006]], "forces_ev_per_a": [[-1.23, 0.72, -1.34], [0.47, -0.13, 0.26], [-0.14, -0.94, -0.37], [-0.19, 0.17, 0.13], [0.07, 0.32, -0.17], [0.14, 0.65, -0.10], [-0.06, -0.15, -0.01], [-0.05, 0.06, -0.13], [-0.13, -0.33, -0.16], [0.25, 0.37, 0.02], [-0.31, -0.46, 0.05], [-0.10, 0.02, -0.05], [-0.41, 0.51, -0.22], [0.04, -0.32, 0.33], [0.40, -0.68, 0.21], [-0.41, 0.06, -0.20], [0.60, 0.36, -0.34], [0.13, -0.55, 0.33], [-0.31, 0.28, -0.14], [0.12, -0.07, 0.03], [-0.50, 0.01, -0.51], [0.52, 0.05, 0.65], [-0.43, 0.03, -0.29], [0.46, -0.45, 1.39], [-0.20, 0.26, -0.38], [-0.05, 0.19, -0.47], [0.04, -0.09, -0.20], [-0.05, -0.07, 0.48], [0.33, -0.02, -0.24], [-0.48, -0.62, -0.17], [0.50, 0.43, 0.11], [-0.43, -0.23, -0.27], [-0.33, -1.22, 0.36], [0.22, 0.39, 0.34], [0.32, 0.71, -0.52], [0.23, 0.01, 0.18], [-0.11, -0.31, -0.60], [0.26, -0.01, -0.85], [-0.38, -0.05, 4.71], [-0.13, 0.76, 0.37], [-0.07, -0.17, -0.08], [0.05, 0.20, 0.06], [0.15, -0.20, 0.23], [0.02, 0.09, 0.22], [-0.23, -0.11, -0.09], [0.10, 0.25, 0.03], [0.20, 0.01, -0.07], [0.15, -0.06, 0.12], [0.37, -0.09, 0.12], [-0.09, 0.25, -0.22], [-0.16, -0.01, -0.04], [0.11, 0.00, -0.19], [0.00, -0.02, 0.21], [0.22, 0.01, -0.04], [-0.12, 0.11, -0.20], [-0.20, -0.04, 0.07], [0.17, 0.21, 0.07], [-0.24, 0.09, -0.13], [0.22, -0.20, 0.07], [-0.13, 0.12, 0.09], [-0.21, 0.04, -0.05], [0.06, -0.05, 0.06], [-0.02, -0.18, -0.10], [-0.13, 0.13, 0.12], [-0.31, 0.20, 0.14], [0.22, 0.28, -0.03], [-0.10, -0.05, -0.26], [0.06, 0.08, 0.12], [0.29, -0.10, 0.17], [-0.16, 0.07, 0.11], [-0.04, 0.39, -0.01], [0.06, -0.11, -0.21], [-0.18, -0.22, 0.06], [0.13, -0.13, -0.21], [0.19, 0.03, 0.00], [-0.11, 0.04, 0.12], [-0.14, -0.15, 0.20], [1.19, -0.37, -2.66]], "lowdin_charge": [-0.18, 0.01, -0.16, 0.07, -0.07, 0.01, -0.05, -0.12, -0.10, -0.13, -0.13, -0.16, -0.26, -0.04, -0.09, -0.13, -0.17, -0.17, -0.26, 0.00, -0.33, 0.12, -0.12, 0.16, -0.17, -0.18, 0.42, -0.19, -0.01, -0.10, -0.30, -0.04, -0.37, -0.07, -0.06, -0.24, 0.15, 0.10, -0.10, 0.15, 0.13, 0.11, 0.13, 0.14, 0.12, 0.12, 0.12, 0.14, 0.12, -0.01, 0.09, 0.09, 0.11, 0.09, 0.11, 0.10, 0.11, 0.11, 0.10, 0.11, 0.08, 0.03, 0.09, 0.08, 0.14, 0.12, 0.13, 0.04, 0.09, 0.08, 0.11, 0.08, 0.08, 0.08, 0.08, 0.05, 0.09, 1.70], "homo_ev": -12.1, "gap_ev": 2.99, "molar_mass_g_mol": 593.7, "e_lumo_ev": -9.138, "fmax_ha_per_bohr": 0.092, "total_energy_ha": -3050.6886, "total_charge": 2}



Record 2
{"formula": "C27H40Cl2FN11O2P", "method": "ωB97M-V/def2-TZVPD", "species": ["C", "C", "N", "C", "P", "N", "O", "O", "C", "C", "C", "C", "Cl", "N", "C", "F", "C", "C", "C", "Cl", "H", "H", "H", "H", "H", "H", "H", "H", "H", "H", "H", "H", "H", "H", "H", "H", "C", "C", "N", "H", "H", "H", "C", "C", "N", "H", "H", "H", "C", "C", "N", "H", "H", "H", "C", "C", "N", "H", "H", "H", "C", "C", "N", "H", "H", "H", "C", "C", "N", "H", "H", "H", "C", "C", "N", "H", "H", "H", "C", "C", "N", "H", "H", "H"], "positions_angstrom": [[1.0274, 0.9721, 0.9742], [0.3758, 0.3917, 0.1616], [-0.3768, -0.5497, -0.5177], [-0.1209, -1.2502, -1.7027], [1.4157, -0.9926, -2.6784], [2.3583, 0.0791, -2.0599], [0.9808, -0.5565, -4.2052], [2.2338, -2.4165, -2.6177], [-1.2009, -2.1146, -1.9713], [-1.4700, -3.0778, -3.1366], [-0.2023, -3.7256, -3.7736], [0.4004, -4.7664, -2.7870], [1.6596, -5.7132, -3.6746], [-2.0649, -1.9149, -0.8816], [-3.3560, -2.5283, -0.5158], [-3.1044, -3.6050, 0.3184], [-4.2857, -2.8653, -1.7189], [-4.5101, -4.4271, -1.7420], [-1.5668, -0.9886, -0.0616], [-2.1792, -0.3029, 1.3995], [1.6282, 1.5450, 1.7002], [2.5401, 0.8313, -2.7222], [0.0094, -0.6148, -4.2419], [3.1860, -2.2701, -2.8411], [-2.1028, -3.8956, -2.7289], [-2.0569, -2.5585, -3.9198], [0.5338, -3.0125, -4.1778], [-0.5659, -4.3149, -4.6448], [-0.3904, -5.5034, -2.5273], [0.7667, -4.3275, -1.8440], [-3.9083, -1.7843, 0.1248], [-5.2914, -2.4386, -1.5471], [-3.9409, -2.4663, -2.6896], [-5.1202, -4.6612, -0.8463], [-5.0727, -4.7579, -2.6309], [-3.5648, -4.9986, -1.6882], [3.5933, 2.4449, 4.9130], [2.6696, 3.0673, 3.9520], [1.9452, 3.5538, 3.2032], [4.2881, 3.1940, 5.2917], [3.0317, 2.0259, 5.7468], [4.1557, 1.6489, 4.4265], [2.3332, 5.1866, 0.2860], [1.4015, 5.8093, -0.6709], [0.6734, 6.2946, -1.4148], [3.0313, 5.9325, 0.6630], [1.7783, 4.7650, 1.1218], [2.8935, 4.3926, -0.2062], [2.0648, 6.9017, 5.9436], [3.3182, 6.1345, 5.8459], [4.2970, 5.5378, 5.7695], [1.2126, 6.2314, 5.8354], [2.0081, 7.3981, 6.9103], [2.0291, 7.6516, 5.1593], [-6.3251, 1.0624, -0.3283], [-6.0876, -0.3251, 0.1073], [-5.9022, -1.4073, 0.4489], [-5.3836, 1.5243, -0.6227], [-7.0074, 1.0713, -1.1768], [-6.7632, 1.6352, 0.4875], [6.7325, -3.0153, -2.4123], [5.8542, -2.3470, -3.3887], [5.1683, -1.8253, -4.1506], [7.4214, -2.2929, -1.9785], [6.1367, -3.4546, -1.6223], [7.3036, -3.8006, -2.9051], [1.7650, 10.6339, 3.6225], [1.9117, 10.3220, 5.0555], [2.0260, 10.0819, 6.1729], [1.6739, 11.7102, 3.4866], [2.6371, 10.2785, 3.0756], [0.8738, 10.1484, 3.2274], [4.5662, -2.9131, 1.5562], [5.7763, -3.4766, 0.9338], [6.7193, -3.9160, 0.4471], [3.7497, -3.6308, 1.4914], [4.7608, -2.6880, 2.6036], [4.2782, -1.9969, 1.0410], [-8.9593, -5.4837, -1.3766], [-7.7346, -6.0098, -2.0045], [-6.7798, -6.4199, -2.4938], [-9.7666, -6.2070, -1.4791], [-8.7812, -5.2961, -0.3188], [-9.2518, -4.5528, -1.8597]], "forces_ev_per_a": [[0.69, 0.86, 0.83], [-0.02, -1.04, -0.27], [-0.55, -0.26, -0.24], [-0.37, -1.59, -1.65], [3.46, 1.14, -0.02], [-0.91, -0.27, -0.36], [-0.84, -1.36, 1.64], [-1.50, 0.91, -0.36], [1.31, 1.13, 0.75], [0.25, 0.03, 0.48], [-0.57, -0.80, 0.25], [-0.65, -0.10, -0.56], [-0.23, 0.48, 0.64], [-0.53, 0.05, 0.32], [-1.71, 0.78, 0.19], [0.26, 0.43, -0.70], [-0.18, -1.46, 0.09], [-0.09, 0.57, -0.03], [0.75, 1.16, 1.01], [0.00, -0.94, -1.21], [-0.73, -0.44, -0.86], [-0.04, 0.09, 0.37], [0.25, 0.16, -0.57], [-0.61, 0.23, -0.01], [0.33, 0.54, -0.39], [0.23, -0.17, 0.45], [-0.32, -0.39, 0.36], [0.19, 0.47, 0.48], [0.49, 0.46, -0.17], [0.27, -0.22, -0.65], [0.94, -0.77, -0.70], [0.80, 0.01, 0.09], [0.11, -0.18, 0.61], [0.46, -0.13, -0.59], [0.32, 0.31, 0.44], [-0.50, 0.25, 0.00], [-0.13, 0.10, -0.19], [0.26, -0.10, 0.28], [0.07, -0.22, 0.07], [-0.07, 0.06, -0.04], [-0.02, 0.03, -0.03], [-0.05, 0.02, -0.03], [-0.31, 0.17, -0.28], [0.26, -0.13, 0.19], [0.05, -0.08, 0.10], [-0.02, -0.01, -0.02], [0.04, 0.03, 0.00], [-0.01, 0.03, -0.02], [0.30, -0.39, 0.02], [-0.30, 0.19, 0.03], [-0.16, 0.02, -0.02], [0.06, -0.04, -0.01], [0.04, 0.06, -0.07], [0.04, -0.01, 0.05], [0.04, -0.37, 0.12], [-0.19, 0.35, 0.02], [-0.27, 0.44, 0.06], [-0.02, -0.02, 0.01], [0.01, -0.02, 0.03], [0.01, -0.04, -0.01], [-0.21, 0.29, -0.60], [0.29, -0.16, 0.18], [-0.19, -0.11, 0.27], [-0.04, -0.02, 0.01], [0.02, -0.02, -0.08], [-0.03, 0.02, 0.00], [0.04, -0.09, 0.38], [-0.03, 0.21, -0.30], [-0.03, 0.03, -0.19], [0.01, -0.03, 0.02], [-0.01, 0.02, 0.03], [0.01, 0.02, 0.02], [0.29, -0.11, -0.17], [-0.24, 0.08, 0.28], [-0.17, 0.03, 0.30], [0.04, -0.01, 0.00], [0.02, -0.03, -0.03], [0.03, -0.02, -0.01], [0.33, -0.15, -0.15], [-0.32, 0.06, 0.12], [-0.23, 0.02, 0.05], [0.03, 0.01, -0.01], [0.01, -0.02, -0.03], [0.01, -0.03, -0.01]], "lowdin_charge": [0.18, -0.15, -0.01, -0.11, 0.58, -0.15, -0.14, -0.19, -0.09, -0.11, -0.26, -0.58, 0.57, 0.08, -0.30, 0.04, -0.15, -0.09, -0.56, 0.88, 0.04, 0.01, 0.07, 0.06, 0.10, 0.13, 0.08, 0.12, 0.08, 0.07, 0.07, 0.08, 0.10, 0.08, 0.05, 0.07, -0.06, -0.25, 0.13, 0.05, 0.09, 0.08, -0.08, -0.28, 0.12, 0.08, 0.03, 0.08, -0.07, -0.25, 0.13, 0.08, 0.08, 0.05, -0.04, -0.22, 0.15, 0.08, 0.09, 0.09, -0.07, -0.25, 0.13, 0.09, 0.02, 0.09, -0.06, -0.27, 0.14, 0.08, 0.08, 0.08, -0.06, -0.25, 0.14, 0.08, 0.08, 0.08, -0.06, -0.26, 0.14, 0.08, 0.08, 0.08], "homo_ev": -11.8, "gap_ev": 8.43, "molar_mass_g_mol": 671.6, "e_lumo_ev": -3.360, "fmax_ha_per_bohr": 0.071, "total_energy_ha": -3166.8655, "total_charge": 1}